Molecular formula: C40H29F5MoN2O2PS2
Method: DFT, ωB97M-V with the def2-TZVPD basis set

As for the total energy: -95424.45884 eV. The highest occupied orbital energy (spin up / spin down) comes out at -10.72 / -11.12 eV. As for the spin multiplicity: 3. Its net charge is +1. The HOMO-LUMO gap (spin up / spin down) is 7.11 / 7.53 eV.

Element x y z (Å)
Mo  -0.31602  0.17359  0.17389
C  -2.37429  -3.61346  1.32239
C  -2.01712  -2.37130  0.57368
N  -1.05244  -1.59253  1.00968
N  -0.51353  -2.02136  2.20850
C  0.61678  -1.52842  2.54624
S  1.53077  -0.42761  1.51229
S  1.35695  -1.92474  4.05454
C  0.06411  -2.92127  4.84960
C  -0.13571  -4.33231  4.34978
C  0.67766  -4.92830  3.39674
C  0.44442  -6.23597  2.99043
C  -0.60178  -6.96185  3.53653
C  -1.41669  -6.37254  4.49330
C  -1.18521  -5.06736  4.89670
C  -2.77916  -2.02392  -0.61303
C  -4.06189  -2.54534  -0.83148
C  -4.77053  -2.23126  -1.97011
C  -4.19448  -1.42611  -2.94916
C  -2.93588  -0.89020  -2.75959
C  -2.24951  -1.14867  -1.57820
O  -1.07748  -0.54119  -1.33866
H  -1.48371  -4.09141  1.71862
H  -2.91155  -4.31090  0.68666
H  -2.99849  -3.35350  2.18248
H  -0.86067  -2.34858  4.78019
H  0.38634  -2.93657  5.89259
H  1.50412  -4.37304  2.97091
H  1.08429  -6.68469  2.24114
H  -0.77749  -7.98304  3.22499
H  -2.23460  -6.93198  4.92864
H  -1.82301  -4.61402  5.64742
H  -4.51681  -3.16778  -0.07315
H  -5.77121  -2.61641  -2.10908
H  -4.73471  -1.20531  -3.85995
H  -2.47516  -0.25637  -3.50690
O  0.67026  1.75822  -0.68450
P  0.50272  3.20140  -1.16897
C  0.57775  3.24226  -2.97312
C  -0.57488  3.18529  -3.75421
C  -0.46948  3.21002  -5.13573
C  0.77682  3.29908  -5.73854
C  1.92683  3.33519  -4.96243
C  1.83126  3.30893  -3.58119
C  -1.11543  3.82239  -0.66133
C  -2.21320  2.97972  -0.84771
C  -3.48425  3.40399  -0.50058
C  -3.66215  4.67203  0.03798
C  -2.57344  5.50874  0.23052
C  -1.29873  5.09272  -0.12659
C  1.86078  4.20850  -0.57812
C  2.00024  5.52649  -1.01114
C  3.09691  6.26677  -0.60542
C  4.06478  5.68300  0.20237
C  3.93475  4.36465  0.61514
C  2.83204  3.62061  0.22714
H  -1.55006  3.14284  -3.28862
H  -1.36468  3.16968  -5.74230
H  0.85263  3.35116  -6.81649
H  2.89801  3.38973  -5.43570
H  2.72430  3.34715  -2.96981
H  -2.08360  2.00207  -1.30057
H  -4.33195  2.74794  -0.65156
H  -4.65793  5.01068  0.29184
H  -2.71824  6.48979  0.66291
H  -0.44880  5.74643  0.02065
H  1.26441  5.96237  -1.67768
H  3.20650  7.29181  -0.93260
H  4.92916  6.25785  0.50700
H  4.69642  3.91147  1.23510
H  2.71043  2.59427  0.54557
F  -3.27797  0.06140  1.52769
C  -2.53205  0.96618  2.18773
C  -1.24931  1.26308  1.72391
C  -0.65795  2.33425  2.39264
F  0.55070  2.76160  1.99514
C  -1.23061  3.00503  3.45427
F  -0.59555  4.02202  4.02788
C  -2.47961  2.61826  3.90929
F  -3.04565  3.23630  4.93047
C  -3.13976  1.58983  3.25885
F  -4.35453  1.21935  3.65641

Molecular formula: C16H14O2
Method: DFT, ωB97M-V with the def2-TZVPD basis set

As for the total energy: -20912.06427 eV. The highest occupied orbital energy comes out at -8.53 eV. As for the spin multiplicity: 1. The HOMO-LUMO gap is 9.32 eV.

Element x y z (Å)
C  -3.25063  -2.45874  1.11023
C  -2.45518  -1.68560  0.57692
C  -1.42478  -0.78793  0.05791
C  -1.62233  0.54917  0.80152
C  -0.88942  1.62522  0.02864
C  -1.57285  2.38309  -0.89729
C  -0.89369  3.41277  -1.60080
C  0.45338  3.70158  -1.34003
O  1.10787  4.77462  -1.92050
C  1.15504  2.91026  -0.43516
C  0.46389  1.89194  0.21763
C  -0.07731  -1.46824  0.24786
C  0.67351  -1.75266  -0.89787
C  1.88810  -2.41939  -0.77835
C  2.33347  -2.88159  0.47073
O  3.54223  -3.57389  0.59755
C  1.58112  -2.63611  1.59158
C  0.40252  -1.90772  1.49940
H  -3.89614  -3.21551  1.57634
H  -1.57951  -0.63495  -0.99558
H  -1.23009  0.41988  1.80629
H  -2.69156  0.79427  0.90307
H  -2.64206  2.20093  -1.05900
H  -1.43321  3.90767  -2.39930
H  0.56412  5.14923  -2.64087
H  2.20530  3.05976  -0.26032
H  1.03018  1.23668  0.84918
H  0.40016  -1.47791  -1.91478
H  2.49081  -2.62740  -1.66948
H  3.64109  -3.79602  1.51622
H  1.85485  -3.04731  2.54872
H  -0.12888  -1.64610  2.40954

Molecular formula: C5H5NOS
Method: DFT, ωB97M-V with the def2-TZVPD basis set

As for the total energy: -19634.12008 eV. The highest occupied orbital energy (spin up / spin down) comes out at -8.44 / -8.44 eV. As for the spin multiplicity: 1. The HOMO-LUMO gap (spin up / spin down) is 7.65 / 7.64 eV.

Element x y z (Å)
C  0.79897  -0.18729  -2.08512
C  -1.73467  -0.65719  -1.65237
C  0.00041  -0.08397  -0.15271
C  0.91011  0.20385  0.89258
C  0.24718  0.70797  2.20293
N  -1.25173  -0.38680  -0.44485
O  2.13958  0.18157  0.85862
S  -0.48688  -0.68575  -2.91385
H  1.75614  -0.07942  -2.38927
H  -2.67918  -1.09727  -1.74486
H  0.07411  1.68588  2.05496
H  0.97201  0.28892  3.01156
H  -0.74608  0.10951  2.36239

These records have ΔE to the lowest compared entry with this formula, charge and spin values of 6.49, 0.00, 112.34 kcal per mole, in the order they appear.